DFT (the ωB97M-V functional and the def2-TZVPD basis) results for a molecular structure, C32H74N11O14S2 in a non-equilibrium geometry.

Output
electronic energy = -3715.76429 Eh
total charge = -1
spin multiplicity = 1
orbital gap = 7.981 eV

```
133
Properties=species:S:1:pos:R:3:forces:R:3
C 1.142604 -0.146865 2.026664 0.7 -0.4 -0.7
C 0.989144 -1.581651 1.503097 -0.9 0.1 1.0
O 0.871291 -2.460602 2.653211 0.3 -0.1 -0.3
C -0.295662 -1.747468 0.677702 1.0 -0.2 0.1
S -0.107108 -1.881871 -1.106593 -0.5 -0.5 0.0
O -0.614564 -0.668241 -1.699956 0.3 0.9 0.0
O -0.903693 -3.033828 -1.448725 1.5 -0.5 0.5
N 1.418665 -2.223023 -1.427112 -0.4 1.1 0.2
S 2.262930 -1.113883 -2.207624 1.2 -0.6 -0.4
O 3.626100 -1.587132 -2.203826 0.7 -0.2 0.5
O 1.803506 -0.802368 -3.530491 -0.9 0.3 -0.6
C 2.299149 0.458936 -1.303230 -0.2 0.0 -0.1
C 1.812428 1.596743 -2.152489 -0.7 0.0 0.4
N 0.651985 2.086023 -2.042973 0.2 0.3 -0.1
H 0.988646 -0.119690 3.098143 -0.2 0.0 0.2
H 0.466658 0.544423 1.541294 0.1 0.0 0.0
H 2.164730 0.181940 1.858269 0.2 0.3 0.0
H 1.857046 -1.922271 0.959405 0.2 -0.1 -0.1
H 0.036904 -2.216251 3.065605 0.0 -0.1 0.1
H -0.782576 -2.656026 1.014198 0.3 0.0 -0.5
H -0.981340 -0.943486 0.912614 -0.2 0.3 -0.4
H 3.316940 0.623964 -0.973680 0.3 -0.2 0.0
H 1.672853 0.362130 -0.428221 -0.2 0.0 0.2
H 2.481306 2.029272 -2.884756 0.2 -0.1 -0.1
H 0.142459 1.576618 -1.322312 -0.2 -0.1 -0.1
C -4.985137 -5.095648 -1.545784 0.0 -0.2 -0.2
O -5.508772 -6.195911 -1.413274 -0.1 -0.1 0.1
N -3.867550 -4.843086 -2.221886 -0.4 0.2 0.0
C -3.305940 -3.497267 -2.297167 -0.3 -0.4 -0.2
C -3.181361 -5.934200 -2.888576 -0.1 0.0 0.1
H -5.413690 -4.192459 -1.076469 0.0 0.0 0.0
H -3.236735 -3.177484 -3.334898 -0.1 0.0 -0.1
H -2.308314 -3.494272 -1.858578 -1.0 0.0 -0.3
H -3.932490 -2.799976 -1.742790 -0.1 0.0 0.1
H -3.840645 -6.394151 -3.625045 0.0 0.0 0.0
H -2.897948 -6.696052 -2.160676 0.0 0.0 0.0
H -2.293449 -5.551723 -3.382603 0.0 0.1 0.0
C -1.488632 2.715966 2.390304 0.1 0.1 -0.1
O -0.375490 2.227827 2.349686 -0.3 0.5 0.2
N -2.547129 2.151196 2.998585 -0.2 0.1 0.1
C -3.850167 2.782478 3.018205 0.1 -0.2 0.0
C -2.375853 0.860429 3.654075 0.3 0.1 -0.2
H -1.726874 3.684185 1.914536 0.0 0.0 0.0
H -4.163355 2.965696 4.049157 -0.1 0.0 0.0
H -4.586958 2.137499 2.535522 -0.1 0.1 0.0
H -3.812649 3.731674 2.487532 0.0 0.0 0.0
H -1.612511 0.941135 4.428291 0.0 -0.2 0.0
H -2.045676 0.119105 2.925415 0.0 -0.1 0.1
H -3.316451 0.542894 4.095343 0.0 0.0 0.0
C 8.445086 -1.837523 0.424765 0.1 0.0 0.1
O 8.272562 -0.950077 1.242112 0.0 0.0 0.0
N 7.657159 -2.082941 -0.630929 0.0 0.0 -0.2
C 7.935289 -3.158103 -1.559373 -0.2 0.1 0.0
C 6.481621 -1.249688 -0.861090 0.2 0.0 0.1
H 9.300887 -2.535175 0.492738 0.0 0.0 0.0
H 8.078573 -2.756934 -2.564713 0.0 -0.1 0.0
H 7.100541 -3.860804 -1.577926 0.0 0.0 -0.1
H 8.837773 -3.688033 -1.258647 0.0 0.0 0.0
H 6.785797 -0.209223 -0.982790 0.0 0.0 0.0
H 5.812037 -1.313466 -0.005363 -0.1 0.0 0.0
H 5.954227 -1.582315 -1.748902 -0.1 0.0 0.0
C 0.326873 1.038880 7.510344 0.1 -0.2 0.0
O -0.407920 0.209965 7.011350 0.0 0.0 0.0
N 0.079705 2.362907 7.526015 0.1 0.2 0.1
C 0.983744 3.314029 8.136686 -0.2 0.0 -0.1
C -1.143136 2.834502 6.900320 0.1 -0.2 0.0
H 1.275753 0.766936 8.004357 0.0 0.0 0.0
H 0.475357 3.855547 8.937927 0.1 0.0 0.0
H 1.333137 4.031817 7.391723 0.1 0.0 0.1
H 1.843840 2.795236 8.553917 0.0 0.0 0.0
H -2.003072 2.369255 7.384181 -0.1 0.0 -0.1
H -1.142366 2.547341 5.848912 -0.1 0.1 0.0
H -1.215285 3.915537 6.986573 0.1 0.0 0.0
C -2.461754 -2.138743 -5.718310 -0.1 0.0 0.2
O -2.984109 -3.241085 -5.688729 0.0 0.0 -0.2
N -1.304937 -1.856138 -6.332455 0.0 0.1 -0.1
C -0.729163 -0.524376 -6.316646 0.2 -0.2 0.0
C -0.607634 -2.924143 -7.026349 -0.1 0.0 0.1
H -2.908278 -1.263797 -5.216236 0.0 0.0 0.0
H -0.626931 -0.149862 -7.338028 0.0 0.1 0.0
H 0.254081 -0.547592 -5.845164 0.0 0.1 0.1
H -1.368483 0.151540 -5.754404 0.0 0.0 0.1
H -1.242838 -3.336633 -7.811492 0.0 0.0 0.0
H -0.365602 -3.725589 -6.328457 0.0 0.0 0.0
H 0.307957 -2.535924 -7.464059 0.0 0.1 0.0
C 2.254588 5.474852 -1.100549 -0.1 -0.1 0.1
O 2.854615 4.422251 -1.024582 0.3 0.0 0.1
N 2.191479 6.236838 -2.207666 0.0 0.2 -0.1
C 1.457945 7.482259 -2.243101 0.1 -0.1 -0.2
C 2.882687 5.783584 -3.406357 0.0 -0.2 0.2
H 1.695223 5.898729 -0.247436 0.0 0.0 0.0
H 0.671506 7.433634 -2.999648 0.0 0.1 0.0
H 2.130821 8.308309 -2.485752 -0.1 0.1 0.0
H 1.001164 7.673611 -1.274232 0.0 0.0 0.0
H 2.493319 4.811648 -3.710968 0.0 0.0 0.0
H 3.950216 5.680077 -3.210584 0.0 0.0 -0.1
H 2.732190 6.503933 -4.206185 0.0 0.0 0.0
C -7.006499 -1.342235 0.276269 0.1 -0.1 0.0
O -7.131082 -0.742940 1.327418 -0.1 0.1 0.1
N -7.875760 -1.262425 -0.749394 0.0 -0.1 -0.1
C -7.694336 -1.996310 -1.988389 -0.2 0.2 0.1
C -9.037846 -0.405791 -0.600339 0.1 0.0 0.1
H -6.153417 -2.013284 0.075771 0.0 0.0 0.0
H -7.622053 -1.296871 -2.823586 0.0 -0.1 -0.1
H -8.544753 -2.662307 -2.146926 0.1 -0.1 -0.1
H -6.784932 -2.590135 -1.949047 0.0 0.0 0.0
H -8.723688 0.622494 -0.418028 -0.1 0.0 0.0
H -9.636821 -0.732261 0.250619 0.0 0.1 0.0
H -9.638824 -0.447270 -1.505201 0.0 0.0 0.0
C 6.214293 5.668402 -1.323226 -0.3 -0.1 -0.3
O 6.662227 6.239722 -2.304421 0.1 0.1 0.1
N 6.797125 5.653697 -0.112611 0.0 0.0 0.2
C 6.200626 4.949243 1.007513 0.2 0.1 0.0
C 8.051783 6.359297 0.069502 -0.1 0.0 -0.2
H 5.268387 5.102449 -1.351011 0.0 0.0 0.0
H 5.990610 5.648442 1.820470 0.0 -0.1 0.0
H 6.881907 4.177903 1.371753 -0.1 0.0 0.1
H 5.269346 4.478975 0.697190 0.0 0.0 0.0
H 7.922956 7.418103 -0.159831 0.1 0.0 0.0
H 8.808686 5.957312 -0.604842 0.0 0.0 0.0
H 8.386035 6.247999 1.097858 0.0 0.0 0.0
C -2.529501 -3.995169 2.737939 0.0 0.0 0.0
O -2.422746 -3.140717 1.874572 -0.3 0.1 0.6
N -3.220941 -5.125929 2.553078 -0.1 -0.3 0.2
C -3.353666 -6.149510 3.567447 -0.1 0.1 -0.3
C -3.848623 -5.291496 1.253627 0.2 0.0 0.0
H -2.064235 -3.908822 3.735256 0.0 0.0 0.0
H -2.939842 -7.092398 3.204361 0.0 0.0 0.1
H -4.407333 -6.298133 3.814046 0.0 -0.1 0.1
H -2.818976 -5.854398 4.467844 0.0 0.0 0.0
H -3.071446 -5.252525 0.489775 -0.1 0.0 -0.1
H -4.538081 -4.466162 1.077010 0.0 0.0 0.0
H -4.381451 -6.235249 1.185622 0.0 0.0 0.1
```
Forces are in eV/Å.